Entry 1:
{
  "formula": "C3H2O3",
  "method": "wB97M-V/def2-TZVPD",
  "elements": ["C", "C", "C", "O", "O", "O", "H", "H"],
  "xyz": [[-0.9731, -0.0269, -0.3919], [0.1737, -0.2201, 0.5888], [1.5686, 0.4487, -0.4944], [-2.0317, 0.4210, -0.0697], [0.7514, 1.0775, 0.3914], [1.2243, -0.7846, -0.1519], [-0.5785, -0.2506, -1.3617], [-0.1346, -0.6650, 1.4894]],
  "forces_ev_per_a": [[-1.0, 0.0, 1.5], [-1.2, 0.2, -1.4], [1.8, 1.3, -0.4], [0.1, -0.3, -0.4], [0.5, -0.5, 0.3], [0.0, -0.6, 0.3], [-0.3, 0.0, -1.5], [0.2, -0.1, 1.7]],
  "lumo_ha": 0.0061,
  "max_force_ev_per_a": 2.22,
  "spin_multiplicity": 1,
  "gap_ev": 10.639,
  "e_above_lowest_kj_mol": 372.3,
  "e_homo_ev": -10.5
}

=====

Entry 2:
{
  "formula": "C4H7NO",
  "method": "wB97M-V/def2-TZVPD",
  "elements": ["C", "C", "C", "N", "C", "O", "H", "H", "H", "H", "H", "H", "H"],
  "xyz": [[1.8218, 0.0785, 0.0964], [0.4869, -0.5629, -0.3128], [-0.5373, -0.4459, 0.7777], [-1.7023, 0.0659, 0.7582], [-2.2085, 0.7351, -0.3629], [-1.6026, 1.5138, -1.0633], [1.7723, 1.1698, 0.0292], [2.1007, -0.1826, 1.1241], [2.6205, -0.2660, -0.5674], [0.1264, -0.1209, -1.2409], [0.6388, -1.6362, -0.4671], [-0.2325, -0.8897, 1.7331], [-3.2841, 0.5411, -0.5043]],
  "forces_ev_per_a": [[0.0, 0.0, 0.0], [-0.1, 0.0, -0.1], [-0.1, 0.1, 0.0], [0.3, 0.0, 0.1], [0.2, 0.2, -0.3], [-0.2, -0.2, 0.4], [-0.1, -0.2, 0.0], [0.0, 0.0, -0.2], [-0.1, 0.1, 0.1], [0.0, -0.1, 0.1], [0.0, 0.0, 0.0], [0.0, 0.1, -0.1], [0.1, -0.1, -0.1]],
  "smiles": "CC/C=N\\C=O",
  "lumo_ha": 0.0146,
  "max_force_ev_per_a": 0.49,
  "spin_multiplicity": 1,
  "gap_ev": 10.209,
  "e_above_lowest_kj_mol": 127.3,
  "e_homo_ev": -9.8
}

=====

Entry 3:
{
  "formula": "C2H4N4S2",
  "method": "wB97M-V/def2-TZVPD",
  "elements": ["H", "N", "C", "N", "N", "C", "S", "S", "N", "H", "H", "H"],
  "xyz": [[-2.8813, 0.6186, 0.2776], [-2.3282, -0.2245, 0.1922], [-1.1838, 0.1580, -0.1040], [-0.3344, -0.8121, -0.6530], [0.9523, -0.9353, 0.0473], [1.8184, 0.0562, 0.0328], [3.5533, -0.0112, 0.0548], [1.1260, 1.6447, -0.3675], [-0.5418, 1.5231, 0.1061], [-0.6956, -1.6992, -0.6501], [1.1981, -1.9290, -0.1335], [-0.6830, 1.6107, 1.1972]],
  "forces_ev_per_a": [[-0.7, 0.1, 0.6], [-1.4, 0.9, -0.2], [2.6, 0.5, -0.3], [2.7, 3.6, 0.7], [-1.5, -2.1, -1.0], [2.8, 1.2, -1.0], [-2.7, -0.1, 0.2], [-0.3, -0.7, 0.6], [-1.4, -2.7, 2.4], [-1.7, -2.3, 0.1], [0.9, 1.3, 0.7], [0.7, 0.3, -2.8]],
  "smiles": "[H]/N=C1/NNC(=S)SN1",
  "lumo_ha": 0.0011,
  "max_force_ev_per_a": 4.53,
  "spin_multiplicity": 1,
  "gap_ev": 8.629,
  "e_above_lowest_kj_mol": 189.2,
  "e_homo_ev": -8.6
}

=====

Entry 4:
{
  "formula": "C2H4I3NO",
  "method": "wB97M-V/def2-TZVPD",
  "elements": ["C", "C", "N", "O", "I", "I", "I", "H", "H", "H", "H"],
  "xyz": [[0.7893, 0.5813, -0.3255], [-0.6156, -1.3020, 0.0412], [-0.4723, -0.0370, -0.4405], [0.5772, 1.3099, 0.9277], [-1.7914, -2.5118, -1.3814], [-2.0037, 1.3052, -0.3744], [1.9529, 2.6353, 1.5694], [0.9317, 1.4548, -1.1088], [1.4614, -0.2886, -0.3636], [-1.1413, -1.3297, 1.0490], [0.3119, -1.8175, 0.4069]],
  "forces_ev_per_a": [[-1.0, 2.4, -0.7], [-1.2, -2.1, 3.1], [0.5, 1.7, -1.5], [1.8, -0.2, 0.5], [0.4, 0.0, 0.5], [-0.4, -0.4, -0.1], [-0.4, -0.5, -0.4], [0.1, -2.2, 1.1], [0.7, 1.0, 0.3], [-0.3, -0.1, -1.4], [-0.3, 0.5, -1.4]],
  "lumo_ha": -0.0328,
  "max_force_ev_per_a": 3.93,
  "spin_multiplicity": 1,
  "gap_ev": 7.998,
  "e_above_lowest_kj_mol": 29.6,
  "e_homo_ev": -8.9
}

=====

Entry 5:
{
  "formula": "C5H8N2O",
  "method": "wB97M-V/def2-TZVPD",
  "elements": ["H", "N", "C", "C", "C", "N", "C", "C", "O", "H", "H", "H", "H", "H", "H", "H"],
  "xyz": [[-2.6588, 0.5518, -0.1403], [-2.4465, 0.5513, 0.8599], [-1.2349, 0.1333, 1.1285], [-0.1164, 1.1203, 0.9691], [0.7457, 0.6714, 0.0730], [2.0369, 0.9481, -0.2208], [0.1064, -0.8573, -0.3610], [-0.6361, -1.0130, -1.4620], [1.0279, -1.8390, -0.0413], [-1.0509, -0.5877, 1.9494], [0.0160, 1.9510, 1.6506], [2.5444, 0.2664, -0.7799], [2.1591, 1.8707, -0.6305], [-1.4573, -0.3370, -1.6647], [-0.5397, -1.8993, -2.0785], [1.5041, -1.5307, 0.7486]],
  "forces_ev_per_a": [[0.2, 1.9, 0.4], [0.3, -3.9, -0.3], [-2.1, 3.9, 1.8], [0.7, -0.7, -0.5], [-2.9, -4.3, 1.0], [1.5, 0.9, -1.3], [3.9, 2.3, -1.6], [-0.6, -0.2, 0.4], [-0.1, 0.3, 0.5], [-0.2, 0.0, -0.1], [-0.3, 0.2, -0.2], [-0.4, 0.1, 0.1], [0.1, -0.2, 0.2], [0.5, 0.2, -0.3], [-0.3, -0.2, 0.3], [-0.2, -0.3, -0.3]],
  "smiles": "[H]/N=C\\C=C(\\N)C(=C)O",
  "lumo_ha": [-0.0108, -0.0108],
  "max_force_ev_per_a": 5.31,
  "spin_multiplicity": 1,
  "gap_ev": [7.571, 7.572],
  "e_above_lowest_kj_mol": 555.6,
  "e_homo_ev": [-7.9, -7.9]
}

=====

Entry 6:
{
  "formula": "C35H33IN4RuS",
  "method": "wB97M-V/def2-TZVPD",
  "elements": ["Ru", "C", "C", "C", "C", "C", "C", "N", "C", "C", "C", "C", "C", "N", "C", "C", "C", "C", "C", "C", "N", "H", "H", "H", "H", "H", "H", "H", "H", "H", "H", "H", "H", "H", "H", "H", "C", "C", "C", "C", "C", "C", "C", "C", "S", "C", "N", "C", "C", "C", "C", "C", "C", "C", "C", "H", "H", "H", "H", "H", "H", "H", "H", "H", "H", "H", "H", "H", "H", "H", "H", "I", "C", "H", "H"],
  "xyz": [[-0.7137, 0.8424, 0.0508], [2.1129, 1.3058, 2.0914], [1.5853, 2.5542, 1.4843], [2.2007, 3.7781, 1.8289], [1.8318, 4.9451, 1.2192], [0.7977, 4.9107, 0.2575], [0.2017, 3.6866, -0.0272], [0.5591, 2.5428, 0.5860], [-0.9343, 3.5796, -0.9166], [-1.3046, 4.6286, -1.7444], [-2.3119, 4.4183, -2.6696], [-2.9054, 3.1766, -2.7293], [-2.4504, 2.1367, -1.9204], [-1.4774, 2.3567, -1.0135], [-3.0133, 0.7793, -1.9959], [-4.1500, 0.5199, -2.7919], [-4.6233, -0.7950, -2.8599], [-3.9457, -1.7687, -2.1241], [-2.8283, -1.4335, -1.3473], [-2.0812, -2.5107, -0.5941], [-2.3990, -0.1435, -1.2259], [3.0489, 1.5791, 2.6380], [2.3204, 0.5288, 1.3573], [1.3855, 0.9079, 2.8101], [2.9593, 3.7317, 2.6159], [2.2782, 5.8989, 1.4894], [0.5169, 5.7892, -0.3092], [-0.7693, 5.5721, -1.6765], [-2.6982, 5.2377, -3.2654], [-3.7432, 2.9951, -3.3723], [-4.6571, 1.3347, -3.2968], [-5.5261, -1.0067, -3.4209], [-4.2062, -2.8225, -2.2182], [-2.6105, -3.4817, -0.6886], [-2.0578, -2.2410, 0.4564], [-1.0335, -2.6225, -0.9095], [3.4444, -2.4179, -2.0704], [3.6009, -3.3783, -0.8818], [3.3797, -4.8179, -1.3916], [5.0499, -3.2990, -0.3586], [2.6621, -3.0762, 0.2556], [2.7121, -3.8626, 1.4005], [1.8538, -3.6431, 2.4680], [0.9136, -2.6191, 2.4266], [-0.2531, -2.1186, 3.6353], [-0.7933, -0.8750, 2.5063], [-0.1494, -0.7987, 1.3186], [0.7975, -1.8316, 1.2759], [1.6877, -2.0684, 0.2064], [-1.8068, 0.1459, 2.7042], [-2.5979, 0.3077, 3.8465], [-3.5525, 1.3162, 3.8901], [-3.7112, 2.1751, 2.8159], [-2.9393, 2.0474, 1.6922], [-1.9583, 1.0521, 1.6194], [4.1801, -2.6593, -2.8309], [3.5130, -1.3460, -1.8025], [2.4447, -2.5064, -2.5184], [4.0612, -5.0435, -2.2186], [2.3449, -4.9468, -1.7653], [3.5723, -5.5441, -0.5714], [5.8040, -3.3966, -1.1708], [5.2116, -4.0771, 0.3968], [5.2189, -2.3191, 0.1349], [3.4966, -4.6044, 1.5164], [1.8674, -4.2489, 3.3619], [1.6146, -1.4199, -0.6635], [-2.4717, -0.3473, 4.7140], [-4.1723, 1.4566, 4.7467], [-4.4733, 2.9572, 2.8730], [-3.0664, 2.6974, 0.8171], [0.6949, 1.6584, -3.4324], [0.5842, 0.4856, -1.6116], [1.5993, 0.5872, -1.1581], [0.2785, -0.5320, -1.9442]],
  "forces_ev_per_a": [[0.8, -3.9, 2.8], [0.3, 0.1, 0.8], [-0.3, 1.3, -0.8], [0.0, -1.2, 0.4], [-1.0, 0.6, -0.7], [0.8, -0.5, 0.2], [0.5, 0.8, 1.4], [1.8, 0.8, 0.9], [0.0, 0.0, -1.2], [0.1, 0.0, -0.1], [-0.3, 0.4, 0.4], [0.0, -0.4, 0.3], [-0.1, 0.8, 0.1], [-1.4, 1.5, -1.3], [-0.8, -0.3, 0.0], [0.6, -0.5, 0.6], [0.4, 0.6, 0.7], [0.4, 0.1, -0.4], [0.1, 0.3, 0.1], [-0.5, -0.2, -0.1], [-1.0, -0.9, -1.6], [-0.8, -0.6, -0.4], [0.1, 0.0, 0.0], [0.2, 0.0, 0.0], [-0.2, 0.2, -0.4], [0.0, -0.2, -0.1], [0.1, 0.0, 0.4], [-0.4, -0.2, -0.1], [0.2, -0.1, -0.1], [0.0, 0.1, -0.3], [0.1, -0.3, 0.0], [0.2, -0.2, 0.0], [-0.1, 0.3, 0.2], [0.5, 0.6, 0.0], [0.0, -0.1, 0.2], [-0.3, 0.0, -0.1], [-0.7, 0.4, 0.3], [0.8, 0.0, -0.7], [-0.5, -0.3, 0.3], [0.3, 0.6, 0.2], [-1.1, 0.6, -0.2], [-0.1, 0.0, 1.1], [-0.1, -0.1, 0.3], [-0.3, 0.2, -0.6], [-0.3, 1.0, -1.5], [0.7, 0.2, -0.6], [-0.2, -1.4, 1.9], [1.2, 0.0, -0.8], [0.0, 0.0, 0.0], [-0.3, 0.5, 0.1], [0.1, -0.3, 0.1], [0.5, -0.2, -0.3], [-0.9, 0.6, 0.4], [0.9, -0.3, -1.0], [-1.1, 0.7, 0.3], [0.1, 0.1, -0.1], [0.4, -0.4, 0.0], [0.1, -0.2, -0.1], [0.0, 0.1, 0.2], [0.5, 0.0, 0.2], [-0.2, 0.4, -0.6], [-0.6, -0.1, 0.5], [0.2, 0.2, -0.3], [0.0, -0.5, -0.3], [-0.3, -0.1, -0.1], [0.3, -0.2, 0.0], [0.1, -0.4, 0.2], [0.0, 0.1, -0.3], [-0.2, -0.1, 0.5], [0.3, -0.3, 0.0], [-0.1, -0.1, 0.6], [-0.1, -0.9, 1.3], [1.6, 0.4, -2.9], [-0.9, -0.1, -0.1], [0.0, 0.7, 0.4]],
  "s_squared": 6.023,
  "lumo_ha": [-0.2227, -0.3238],
  "charge": 2,
  "max_force_ev_per_a": 4.87,
  "spin_multiplicity": 5,
  "gap_ev": [6.908, 4.839],
  "e_above_lowest_kj_mol": 0.0,
  "e_homo_ev": [-13.0, -13.6]
}

=====

Entry 7:
{
  "formula": "C8H22FInN2O2",
  "method": "wB97M-V/def2-TZVPD",
  "elements": ["In", "F", "C", "C", "C", "O", "C", "N", "H", "H", "H", "H", "H", "H", "H", "H", "H", "H", "H", "C", "C", "C", "O", "C", "N", "H", "H", "H", "H", "H", "H", "H", "H", "H", "H", "H"],
  "xyz": [[0.3824, 0.9368, 1.0840], [1.0593, 3.4030, -0.0905], [-1.4218, -2.0960, 3.6879], [-1.2511, -1.1375, 2.4930], [-2.5519, -0.8843, 1.7626], [-2.0673, -0.3619, 0.5806], [-2.9651, -0.1616, -0.5146], [-0.4585, 0.0987, 2.8403], [-2.1873, -1.7623, 4.3898], [-0.5117, -2.2746, 4.2629], [-1.6951, -3.0639, 3.2681], [-0.5941, -1.6995, 1.8218], [-3.2257, -0.2373, 2.3311], [-2.9814, -1.8780, 1.6164], [-2.4808, 0.5083, -1.2207], [-3.8995, 0.2789, -0.1733], [-3.0887, -1.0856, -1.0825], [0.2757, -0.2702, 3.4478], [-1.0393, 0.5826, 3.5318], [0.7637, 1.4256, -3.7088], [1.1767, 0.7527, -2.4003], [2.4611, 1.1858, -1.7455], [2.6370, 0.4671, -0.5723], [3.6215, -0.5572, -0.5599], [0.0399, 0.9080, -1.3890], [-0.1535, 1.0045, -4.1169], [1.4954, 1.1226, -4.4640], [0.8226, 2.5089, -3.6138], [1.2620, -0.3309, -2.5245], [2.3920, 2.2400, -1.4610], [3.3485, 1.1328, -2.3786], [3.4770, -1.3519, -1.2962], [3.7943, -1.0904, 0.3748], [4.5997, -0.1147, -0.7669], [-0.5602, 0.1165, -1.6083], [-0.4758, 1.6849, -1.8054]],
  "forces_ev_per_a": [[0.4, 2.9, -4.7], [-0.8, -2.6, 1.5], [-0.1, 0.5, 0.1], [0.3, -2.2, 0.8], [1.0, -0.7, 0.8], [0.8, 1.6, -1.4], [0.0, 0.0, -0.5], [-0.3, -0.8, 1.1], [-0.1, -0.1, -0.1], [0.2, 0.2, -0.1], [-0.2, 0.0, 0.1], [-0.1, 0.1, -0.3], [-0.2, 0.1, -0.2], [-0.4, 0.1, 0.0], [-0.2, 0.3, 0.3], [-0.1, -0.1, -0.1], [-0.4, -0.2, 0.4], [0.4, 0.1, -0.1], [0.1, 1.0, -0.4], [1.2, -0.6, 0.1], [-0.1, -1.0, 0.2], [0.1, 1.9, -0.7], [-0.6, -1.0, 2.7], [1.6, -0.6, -0.7], [-0.1, -0.5, -0.2], [-0.4, 0.4, 0.3], [0.2, 0.2, 0.1], [-0.5, 0.0, -0.1], [0.0, 0.0, -0.2], [-0.1, 0.0, 0.1], [-0.2, -0.5, -0.2], [-0.4, 0.3, -0.2], [-0.8, 0.5, 0.5], [-0.1, 0.2, -0.2], [-0.1, -0.2, 0.4], [-0.1, 0.6, 1.0]],
  "lumo_ha": -0.3934,
  "charge": 2,
  "max_force_ev_per_a": 5.57,
  "spin_multiplicity": 1,
  "gap_ev": 6.175,
  "e_above_lowest_kj_mol": 0.0,
  "e_homo_ev": -16.9
}

=====

Entry 8:
{
  "formula": "C4H8FN2O2",
  "method": "wB97M-V/def2-TZVPD",
  "elements": ["C", "C", "C", "C", "N", "N", "O", "O", "F", "H", "H", "H", "H", "H", "H", "H", "H"],
  "xyz": [[-1.5557, -0.0824, 0.3861], [-3.9974, 0.0421, 0.2193], [-0.3718, -0.5420, 0.0697], [1.3339, 0.2007, 0.7735], [-2.7940, -0.7043, 0.0375], [2.2989, -0.6885, 0.1349], [-3.9453, 1.2188, 0.5310], [1.4628, 1.4258, 0.1557], [0.0539, -1.6235, -0.6501], [-1.5922, 0.7398, 1.1495], [-4.9317, -0.3964, 0.0223], [1.3325, 0.0536, 1.8204], [-2.7952, -1.6581, -0.2438], [1.8248, -1.5226, -0.2538], [3.1168, -1.0975, 0.6931], [2.6739, -0.2437, -0.8195], [0.6753, 1.9208, 0.3500]],
  "forces_ev_per_a": [[-1.6, -0.7, 0.8], [2.6, 2.2, 0.3], [5.0, 0.8, 1.6], [-4.3, -1.0, -3.4], [-0.2, 2.0, 0.7], [2.7, -0.9, -2.6], [0.1, -1.3, -0.1], [1.0, -0.8, 1.0], [-1.3, 0.3, 0.0], [-0.2, -0.7, -1.2], [-1.1, -1.4, -0.3], [0.1, 0.5, 1.1], [-0.1, -0.5, -0.2], [-0.3, 0.1, 0.4], [-1.2, 1.3, -0.6], [-0.7, -0.6, 2.7], [-0.6, 0.7, 0.0]],
  "lumo_ha": -0.1368,
  "charge": 1,
  "max_force_ev_per_a": 5.57,
  "spin_multiplicity": 1,
  "gap_ev": 9.299,
  "e_above_lowest_kj_mol": 169.5,
  "e_homo_ev": -13.0
}

=====

Entry 9:
{
  "formula": "C10H14BN9OPdS",
  "method": "wB97M-V/def2-TZVPD",
  "elements": ["Pd", "B", "N", "C", "C", "C", "N", "N", "C", "C", "C", "N", "H", "H", "H", "H", "H", "H", "H", "H", "C", "N", "C", "N", "S", "H", "H", "H", "H", "H", "H", "N", "C", "N", "C", "N", "O"],
  "xyz": [[-0.0089, 0.0509, -0.0044], [3.1162, -2.2437, 0.0069], [3.2089, -0.7008, 0.0046], [4.3642, -0.0316, 0.0067], [4.0945, 1.3149, 0.0037], [2.7152, 1.4111, -0.0001], [2.1679, 0.1595, 0.0005], [1.6571, -2.7605, 0.0036], [1.3255, -4.0594, 0.0046], [-0.0475, -4.1686, 0.0009], [-0.4999, -2.8635, -0.0023], [0.5514, -2.0037, -0.0006], [3.6736, -2.6644, -0.9719], [3.6682, -2.6614, 0.9900], [5.3379, -0.4964, 0.0100], [4.8062, 2.1241, 0.0042], [2.1546, 2.3191, -0.0031], [2.0368, -4.8700, 0.0077], [-0.6370, -5.0706, 0.0005], [-1.6063, -2.5232, -0.0061], [-5.2508, 3.7946, -0.7469], [-4.0800, 2.9400, -0.8049], [-3.4501, 2.3661, 0.2242], [-3.9535, 2.5658, 1.4534], [-2.0499, 1.4460, -0.0107], [-5.4763, 4.1434, -1.7509], [-5.0524, 4.6475, -0.0939], [-6.0981, 3.2259, -0.3560], [-3.6527, 2.7781, -1.7031], [-4.8773, 2.9375, 1.6009], [-3.5179, 2.0867, 2.2238], [-4.4628, -4.2225, -0.0085], [-4.2756, -3.0862, -0.0098], [-4.1007, -1.7184, -0.0116], [-2.8386, -1.4395, -0.0090], [-1.6670, -1.1310, -0.0067], [0.4284, 1.6830, -0.0058]],
  "forces_ev_per_a": [[2.4, -3.5, 0.1], [0.5, -0.2, 0.0], [-0.4, -0.1, 0.0], [0.3, 0.0, 0.0], [0.1, 0.3, 0.0], [1.0, -0.9, 0.0], [2.4, 1.3, 0.0], [-0.1, -0.1, 0.0], [0.0, 0.1, 0.0], [-0.4, -0.4, 0.0], [1.0, -2.0, 0.0], [-0.9, -1.9, 0.0], [0.0, -0.1, -0.2], [0.0, -0.1, 0.2], [-0.2, -0.4, 0.0], [0.0, 0.0, 0.0], [0.1, -0.1, 0.0], [0.3, 0.3, 0.0], [0.0, 0.1, 0.0], [3.2, -2.6, 0.0], [0.2, -0.2, 0.4], [0.4, -0.1, -0.2], [-1.4, 0.5, 0.2], [0.0, -0.1, -0.1], [-1.7, 0.9, -0.1], [0.0, 0.0, 0.1], [-0.1, 0.1, -0.1], [-0.1, 0.1, -0.1], [0.0, -0.1, 0.1], [0.0, 0.1, 0.0], [0.1, 0.0, -0.1], [0.0, -0.1, 0.0], [-0.3, 1.1, 0.0], [2.1, -1.2, 0.0], [-1.7, 2.5, 0.0], [-5.6, 1.9, 0.0], [-0.9, 4.8, -0.1]],
  "s_squared": 6.023,
  "lumo_ha": [-0.0094, -0.1339],
  "max_force_ev_per_a": 5.94,
  "spin_multiplicity": 5,
  "gap_ev": [7.652, 4.424],
  "e_above_lowest_kj_mol": 581.8,
  "e_homo_ev": [-7.9, -8.1]
}

=====

Entry 10:
{
  "formula": "C2H10N2O",
  "method": "wB97M-V/def2-TZVPD",
  "elements": ["C", "O", "H", "H", "H", "H", "N", "C", "N", "H", "H", "H", "H", "H", "H"],
  "xyz": [[-3.5093, -0.2399, -2.5664], [-3.7663, -0.3755, -3.9753], [-3.5468, 0.8372, -2.4033], [-2.4338, -0.4107, -2.4296], [-4.1143, -0.8124, -1.8779], [-3.8012, -1.3239, -4.0720], [2.4708, 1.0636, 3.1849], [2.2580, 0.4869, 1.8701], [2.7666, -0.8412, 1.7835], [3.4843, 1.1695, 3.2583], [2.1563, 2.0316, 3.1427], [2.7078, 1.1081, 1.0865], [1.1612, 0.4391, 1.6706], [2.3274, -1.6959, 2.1391], [3.0313, -0.9955, 0.7994]],
  "forces_ev_per_a": [[1.6, 1.7, -1.2], [-0.4, -0.4, 1.1], [-0.7, -0.1, 0.4], [-0.1, -0.6, 0.4], [-0.3, -0.1, -0.1], [-0.1, -0.4, -0.8], [0.6, 0.1, -1.4], [0.5, 0.7, 1.6], [-1.0, 0.0, -2.3], [-0.1, -0.4, 0.6], [-0.6, -0.2, 0.4], [-0.1, -0.2, -0.3], [0.1, -0.2, -0.2], [0.3, 0.5, 1.0], [0.4, -0.4, 0.5]],
  "s_squared": 0.756,
  "lumo_ha": [-0.1410, -0.3484],
  "charge": 1,
  "max_force_ev_per_a": 2.57,
  "spin_multiplicity": 2,
  "gap_ev": [8.430, 2.789],
  "e_above_lowest_kj_mol": 178.5,
  "e_homo_ev": [-12.3, -12.3]
}